Record 1
Density functional theory data (wB97M-V/def2-TZVPD) for a cluster of 2 separate species, C6H16NO in total.

Each line ends with the Mulliken spin population.
Atoms and positions in Å:
C (1.047, 0.158, -1.064)  0.043
C (1.005, -0.754, 0.187)  0.073
C (-0.427, -1.132, 0.517)  0.237
C (-0.809, -2.391, 0.619)  0.457
C (-1.246, -0.011, 1.167)  0.048
C (-0.722, -0.027, 2.615)  0.055
N (0.646, 1.581, -0.719)  -0.001
H (0.436, -0.297, -1.951)  0.000
H (2.088, 0.032, -1.561)  0.005
H (1.588, -0.273, 1.018)  0.004
H (1.633, -1.682, -0.064)  -0.004
H (-1.595, -2.758, 1.406)  0.018
H (-0.266, -3.153, 0.195)  0.028
H (-1.316, 0.922, 0.513)  -0.006
H (-2.270, -0.220, 1.065)  -0.008
H (-1.175, 0.252, 3.564)  0.027
H (-0.764, -1.126, 2.965)  0.027
H (0.343, 0.394, 2.752)  -0.003
H (1.406, 2.302, -0.628)  0.000
H (0.052, 1.706, 0.144)  0.001
H (0.135, 1.955, -1.621)  0.000
H (-0.401, 0.878, -3.646)  0.000
H (0.654, 1.934, -4.094)  0.000
O (-0.041, 1.709, -3.377)  0.000

Calculated values
- strongest force on any atom (hartree/bohr) = 0.106
- gap between HOMO and LUMO (spin up / spin down) (eV) = 11.1 / 7.2
- charge = +2
- relative energy (zero: lowest compared OMol25 entry of this formula, charge and spin) (kcal/mol) = 68.9
- spin multiplicity = 2

***

Record 2
Density functional theory data (wB97M-V/def2-TZVPD) for a cluster of 2 separate species, C3H11NOS2 in total.

Each line ends with the Löwdin charge.
Atoms and positions in Å:
C (-0.401, 3.158, -0.855)  -0.069
C (0.320, 1.805, -0.840)  -0.566
N (0.896, 1.580, 0.456)  0.036
C (-0.697, 0.708, -1.146)  -0.512
S (0.148, -0.918, -1.417)  0.425
S (-0.532, -2.039, 0.217)  0.321
H (-0.994, 3.192, 0.063)  0.081
H (0.353, 3.946, -0.805)  0.075
H (-1.117, 3.312, -1.646)  0.069
H (1.048, 1.769, -1.653)  0.119
H (1.603, 2.208, 0.775)  0.069
H (1.278, 0.656, 0.501)  0.033
H (-1.441, 0.604, -0.353)  0.075
H (-1.072, 0.939, -2.144)  0.065
H (0.605, -1.917, 0.914)  -0.220
O (0.325, -1.413, 3.977)  -0.062
H (0.982, -2.115, 3.985)  0.032
H (0.437, -0.795, 4.697)  0.029

Calculated values
- strongest force on any atom (hartree/bohr) = 0.023
- gap between HOMO and LUMO (eV) = 9.3
- structure (SMILES) = C[C@@H](N)CSS.O
- charge = 0
- relative energy (zero: lowest compared OMol25 entry of this formula, charge and spin) (kcal/mol) = 5.1

***

Record 3
Density functional theory data (wB97M-V/def2-TZVPD) for a structure of composition C19H21O2Y.

Each line ends with the Löwdin charge.
Atoms and positions in Å:
C (-1.200, 3.329, -0.672)  -0.179
C (0.034, 3.546, 0.048)  -0.161
C (1.002, 2.733, -0.508)  -0.186
H (0.253, 4.092, 0.950)  0.098
C (0.408, 2.023, -1.584)  -0.262
C (-0.965, 2.390, -1.683)  -0.210
H (-1.755, 1.916, -2.268)  0.107
H (-2.200, 3.696, -0.517)  0.103
H (2.017, 2.625, -0.100)  0.120
H (0.937, 1.365, -2.294)  0.095
C (-0.492, 0.128, 2.876)  -0.183
C (-0.958, 1.390, 3.147)  -0.067
C (-2.267, 1.634, 2.407)  -0.248
H (-0.293, 2.202, 3.406)  0.109
C (-2.533, 0.275, 1.798)  -0.203
C (-1.494, -0.616, 2.153)  -0.216
H (-1.419, -1.692, 1.873)  0.122
H (0.511, -0.262, 3.147)  0.126
H (-3.191, 2.068, 2.758)  0.132
H (-3.437, 0.076, 1.240)  0.094
Y (-0.678, 0.886, 0.340)  1.577
O (0.979, -0.433, 0.421)  -0.382
C (1.947, -0.664, -0.566)  -0.352
C (1.420, -1.461, -1.720)  -0.040
H (2.344, 0.288, -0.999)  0.095
H (2.737, -1.243, -0.040)  0.121
H (0.884, -0.917, -2.520)  0.107
H (1.931, -2.832, -3.874)  0.111
C (1.761, -3.487, -3.014)  -0.044
C (1.458, -2.855, -1.766)  -0.247
C (1.267, -3.697, -0.609)  -0.022
H (1.002, -3.217, 0.342)  0.110
C (1.387, -5.073, -0.728)  -0.096
H (1.228, -5.707, 0.148)  0.102
C (1.714, -5.661, -1.962)  -0.095
H (1.817, -6.744, -2.043)  0.097
C (1.908, -4.858, -3.098)  -0.100
H (2.171, -5.303, -4.057)  0.101
C (-2.039, 4.074, 1.925)  -0.089
O (-1.693, 2.754, 1.432)  -0.439
H (-3.131, 4.175, 1.766)  0.100
H (-1.501, 4.914, 1.430)  0.098
H (-1.871, 4.142, 3.015)  0.100

Calculated values
- strongest force on any atom (hartree/bohr) = 0.062
- gap between HOMO and LUMO (spin up / spin down) (eV) = 6.7 / 6.2
- charge = 0
- relative energy (zero: lowest compared OMol25 entry of this formula, charge and spin) (kcal/mol) = 0.0

***

Record 4
Density functional theory data (wB97M-V/def2-TZVPD) for a cluster of 2 separate species, C6F6N2 in total.

Each line ends with the Löwdin charge.
Atoms and positions in Å:
C (0.563, 0.398, 1.953)  -0.248
C (1.975, -1.734, -1.242)  -0.196
C (0.396, 0.292, 0.623)  0.170
C (1.842, -1.324, 0.051)  -0.077
C (-0.733, 0.200, -0.405)  -0.481
C (-1.860, 1.188, -0.193)  -0.594
N (0.896, 0.612, 3.030)  0.224
N (2.079, -2.248, -2.290)  0.208
F (2.784, -1.258, 0.898)  0.142
F (-0.104, 0.435, -1.632)  0.085
F (-1.223, -0.989, -0.570)  0.190
F (-2.702, 1.185, -1.179)  0.231
F (-1.389, 2.421, 0.033)  0.181
F (-2.525, 0.821, 0.923)  0.167

Calculated values
- strongest force on any atom (hartree/bohr) = 0.097
- gap between HOMO and LUMO (spin up / spin down) (eV) = 8.9 / 7.2
- charge = 0
- relative energy (zero: lowest compared OMol25 entry of this formula, charge and spin) (kcal/mol) = 112.8